[1]
This record from OMol25 describes a structure of composition C10H9CaNO6 in a non-equilibrium geometry. The level of theory is ωB97M-V with the def2-TZVPD basis set.

Output
Electronic energy   -42732.58295 eV
HOMO-LUMO gap   9.011 eV

```
! wB97M-V def2-TZVPD RIJCOSX def2/J DEFGRID3
* xyz 0 1
Ca -0.01 -1.74 0.01
O -0.43 3.04 -3.66
C -0.34 1.90 -2.95
C 0.86 1.21 -2.81
C 0.86 0.03 -2.09
N -0.26 -0.44 -1.57
C -1.39 0.25 -1.58
C -1.48 1.44 -2.28
C -2.43 -0.31 -0.58
O -3.53 0.21 -0.51
O -1.98 -1.25 0.14
C 2.10 -0.76 -1.64
O 3.20 -0.44 -2.05
O 1.84 -1.68 -0.79
H 0.42 3.24 -4.07
H 1.79 1.59 -3.22
H -2.40 2.02 -2.28
C -0.06 -2.05 2.92
C 0.38 -0.64 2.64
C 0.67 0.26 3.80
O 0.48 -0.25 1.50
H -0.08 -2.31 3.98
H 0.61 -2.73 2.38
H -1.07 -2.15 2.50
H 0.58 -0.24 4.76
H -0.01 1.11 3.76
H 1.68 0.67 3.68
*
```

***

[2]
This record from OMol25 describes a structure of composition C31H38CoP in a non-equilibrium geometry. The level of theory is ωB97M-V with the def2-TZVPD basis set.

Output
⟨S²⟩   6.03
Electronic energy   -79660.14154 eV
HOMO-LUMO gap (alpha / beta)   6.844 / 6.004 eV

```
! wB97M-V def2-TZVPD RIJCOSX def2/J DEFGRID3
* xyz 2 5
C 0.55 0.31 -2.64
H -0.09 -0.51 -3.01
H 0.31 1.28 -3.07
H -0.70 -1.01 -0.12
C 2.02 0.12 -2.81
H 2.50 0.74 -2.07
H 2.35 -0.91 -2.67
C 2.43 0.57 -4.22
H 3.50 0.66 -4.41
H 2.04 -0.15 -4.93
H 1.97 1.54 -4.46
C -0.38 0.79 1.89
C 0.73 1.34 1.22
C 0.27 1.91 -0.03
C -1.15 1.54 -0.16
C -1.51 0.84 1.04
C -2.88 0.46 1.44
C -2.10 2.11 -1.14
C 0.96 2.96 -0.80
C 2.06 1.56 1.83
C -0.43 0.38 3.32
Co 0.18 0.08 -0.85
H -2.93 1.43 -1.33
H -2.48 3.04 -0.74
H -1.62 2.32 -2.10
H -3.58 0.50 0.59
H -2.94 -0.56 1.87
H -3.24 1.16 2.22
H 0.56 0.08 3.68
H -0.78 1.23 3.93
H -1.12 -0.46 3.46
H 2.77 1.95 1.09
H 1.98 2.28 2.65
H 2.47 0.62 2.22
H 0.70 2.96 -1.86
H 0.60 3.89 -0.35
H 2.04 2.90 -0.70
C 2.37 -5.59 -2.17
C 1.61 -4.66 -2.88
C 1.00 -3.59 -2.23
C 1.17 -3.46 -0.84
C 1.98 -4.37 -0.13
C 2.56 -5.44 -0.79
P 0.15 -2.32 0.07
C -1.62 -2.86 -0.04
C -2.67 -2.12 -0.67
C -3.89 -2.71 -0.91
C -4.11 -4.02 -0.48
C -3.09 -4.74 0.18
C -1.84 -4.17 0.38
C 0.76 -2.30 1.75
C -0.04 -2.90 2.74
C 0.50 -3.13 4.00
C 1.79 -2.70 4.30
C 2.57 -2.06 3.33
C 2.06 -1.86 2.04
H 2.82 -6.44 -2.68
H 1.46 -4.78 -3.96
H 0.37 -2.88 -2.76
H 2.11 -4.25 0.95
H 3.15 -6.16 -0.22
H -2.59 -1.08 -1.03
H -4.64 -2.10 -1.46
H -5.09 -4.46 -0.65
H -3.26 -5.74 0.54
H -1.01 -4.71 0.85
H -1.06 -3.19 2.50
H -0.11 -3.64 4.73
H 2.20 -2.88 5.29
H 3.58 -1.72 3.57
H 2.68 -1.39 1.26
*
```